DFT (ωB97M-V/def2-TZVPD) results for C4H8Cl2N4O2S in the gas phase in a non-equilibrium geometry.

Geometry (Å):
C1 -0.782 -0.201 -1.171
C2 -0.241 -1.141 1.344
C3 0.635 1.178 1.129
C4 -1.004 0.648 2.800
N1 -1.004 0.815 -0.460
N2 -0.327 1.594 0.338
N3 0.021 0.070 1.880
N4 0.277 -0.157 -3.577
O1 2.089 -0.423 -1.821
O2 0.449 -2.301 -2.286
S1 0.715 -0.907 -2.058
Cl1 0.875 -2.125 0.617
Cl2 2.419 0.801 0.564
H1 -1.576 -0.516 -1.987
H2 -1.298 -1.492 1.533
H3 0.755 1.878 1.937
H4 -1.671 1.176 2.174
H5 -1.624 -0.204 3.397
H6 -0.405 1.239 3.499
H7 1.028 -0.674 -4.226
H8 0.670 0.742 -3.627

Output
ΔE to the lowest compared entry with this formula, charge and spin, kJ/mol: 419.6